DFT (wB97M-V/def2-TZVPD) results for the molecule C6H9N.

Each atom is followed by the atoms it is bonded to, with distances in Å.
CARTESIAN COORDINATES (ANGSTROEM)
1 C 1.3013 -0.3371 -0.1945  C2 1.492, C4 1.371, N7 1.312
2 C 2.5423 0.4903 -0.1452  C1 1.492, C4 1.494, H8 1.005, H9 1.025
3 C -0.6951 1.1583 0.1038  C5 1.489, N7 1.423, H10 1.126, H11 1.031
4 C 2.4562 -0.9611 0.2000  C1 1.371, C2 1.494, H12 1.036
5 C -1.1450 -0.2276 0.4098  C3 1.489, C6 1.505, N7 1.400, H13 1.014
6 C -2.4259 -0.6735 -0.2419  C5 1.505, H14 0.989, H15 1.145, H16 1.115
7 N 0.0394 0.0077 -0.2992  C1 1.312, C3 1.423, C5 1.400
8 H 2.9454 0.7178 -1.0372  C2 1.005
9 H 2.6916 1.1928 0.5867  C2 1.025
10 H -1.2379 1.5222 -0.8133  C3 1.126
11 H -0.2377 1.7788 0.7890  C3 1.031
12 H 2.9060 -1.7912 0.6262  C4 1.036
13 H -1.1682 -0.3904 1.4104  C5 1.014
14 H -3.1665 -0.7979 0.4016  C6 0.989
15 H -2.1786 -1.6960 -0.6941  C6 1.145
16 H -2.6274 0.0070 -1.1021  C6 1.115

## Properties
**HOMO-LUMO gap (alpha / beta)**: 5.302 / 9.321 eV
**2S+1**: 3
**Energy above the lowest of the compared OMol25 structures with the same formula, charge and spin**: 358.8 kJ/mol
**LUMO (alpha / beta)**: 1.1 / -0.7 eV
**Molecular weight**: 95.1 g/mol